# C51H42F2N12O11Rb

C51H42F2N12O11Rb as an isolated structure (ωB97M-V with the def2-TZVPD basis set, the OMol25 dataset).

Output
LUMO level in eV: -0.63
Gap between HOMO and LUMO in eV: 4.41
Calculated total energy in Eh: -3677.22854
HOMO level in eV: -5.0

Geometry as ORCA input:
```
! wB97M-V def2-TZVPD RIJCOSX def2/J DEFGRID3
* xyz -1 1
Rb -0.1895 0.3900 -0.0210
N 2.3236 -2.0963 -3.2510
C 1.7959 -1.0379 -2.5893
N 2.3206 -0.4645 -1.5610
C 3.4663 -1.0217 -1.0111
N 3.8457 -0.7701 0.1910
N 2.9144 -0.0948 0.9533
C 3.3843 0.7874 1.7310
C 2.5234 1.4528 2.7258
C 3.1171 2.0620 3.8266
C 2.3099 2.5810 4.8242
C 0.9378 2.4692 4.6883
C 0.4376 1.8650 3.5416
N 1.1992 1.3873 2.5677
C 4.2271 -1.9971 -1.8047
C 5.4977 -2.4481 -1.4511
C 6.0917 -3.4803 -2.1486
C 5.4063 -4.0884 -3.2022
C 4.1536 -3.6483 -3.5729
C 3.5665 -2.5864 -2.8832
H 1.6697 -2.7319 -3.7100
H 0.8511 -0.6715 -2.9717
H 4.4519 1.0176 1.7377
H 4.1966 2.0954 3.9032
H 2.7472 3.0472 5.6986
H 0.2548 2.8359 5.4438
H -0.6252 1.7386 3.3964
H 5.9835 -1.9859 -0.6022
H 7.0757 -3.8320 -1.8670
H 5.8598 -4.9161 -3.7335
H 3.6072 -4.1207 -4.3793
F -5.7311 -2.5436 -3.1788
C -5.2215 -1.3510 -3.6151
C -4.1795 -0.7610 -2.9659
C -3.7081 0.4638 -3.4332
C -2.5554 1.0650 -2.6942
O -2.1293 0.4661 -1.7280
C -2.0819 2.3259 -3.2325
C -2.7210 2.8534 -4.2939
N -3.7647 2.2742 -4.9902
C -4.3479 2.9529 -6.1099
C -3.4418 3.6197 -7.0930
C -4.1739 2.3695 -7.4858
C -4.2825 1.0737 -4.5543
C -5.3592 0.4432 -5.2021
C -5.8174 -0.7698 -4.7352
N -6.9103 -1.4417 -5.3956
C -6.5340 -2.7333 -5.9469
C -7.6402 -3.2235 -6.8556
N -8.9009 -3.3230 -6.0329
C -9.2650 -2.0050 -5.3976
C -8.0929 -1.5434 -4.5568
C -0.8411 3.1030 -2.7044
O -0.8081 4.3019 -3.0390
O -0.0227 2.4122 -2.0755
H -3.6868 -1.2038 -2.1076
H -2.3891 3.8221 -4.6445
H -5.2934 3.4438 -5.8975
H -2.3786 3.5417 -6.9183
H -3.7673 4.5639 -7.5047
H -3.5923 1.4598 -7.5510
H -5.0010 2.4429 -8.1796
H -5.8280 0.8751 -6.0743
H -6.3455 -3.4880 -5.1673
H -5.6148 -2.6253 -6.5203
H -7.4368 -4.2109 -7.2659
H -7.8448 -2.5137 -7.6550
H -8.7419 -4.0062 -5.2878
H -9.6725 -3.6675 -6.6019
H -10.1636 -2.1640 -4.8042
H -9.4670 -1.3108 -6.2113
H -7.9515 -2.2361 -3.7123
H -8.3221 -0.5637 -4.1402
N -2.5177 2.4679 0.7535
C -2.7450 2.7089 1.8515
C -2.9971 3.0185 3.2349
C -2.8423 4.3400 3.6527
C -3.0340 4.6678 4.9846
C -3.3789 3.6774 5.8969
C -3.5278 2.3632 5.4740
C -3.3404 2.0206 4.1439
H -2.5567 5.0960 2.9330
H -2.9061 5.6918 5.3113
H -3.5206 3.9306 6.9404
H -3.7755 1.5822 6.1817
H -3.4021 0.9861 3.8136
F -1.4391 -4.9061 6.5400
C -0.5910 -4.0142 5.9869
C -0.9043 -3.3862 4.8474
N -0.0611 -2.4871 4.2488
C -0.4806 -1.8248 3.0157
C -1.7343 -0.9307 3.1646
O -2.5505 -1.2065 4.0691
O -1.8032 -0.0184 2.3129
C 1.1573 -2.1708 4.8075
O 1.9536 -1.3927 4.3205
N 1.4173 -2.8076 6.0090
C 0.6496 -3.7491 6.6827
O 1.0205 -4.2452 7.7293
H -1.8509 -3.5391 4.3534
H -0.6978 -2.5857 2.2621
H 0.3519 -1.2199 2.6655
H 2.3240 -2.6074 6.4038
O 0.4448 -4.2538 -2.9940
C 0.1703 -3.6051 -1.9540
O -0.4626 -2.5352 -1.8568
C 0.7335 -4.1586 -0.6459
C 0.7088 -5.5245 -0.3764
C 1.1837 -6.0126 0.8259
C 1.7180 -5.1197 1.7441
C 1.7992 -3.7604 1.4890
C 1.2842 -3.2878 0.2917
N 2.2140 -5.6422 3.0212
O 2.6125 -4.8446 3.8479
O 2.3130 -6.8507 3.1445
H 0.3110 -6.1949 -1.1271
H 1.1521 -7.0651 1.0668
H 2.2455 -3.0870 2.2097
H 1.3310 -2.2270 0.0650
*
```

# C4H10N2

A 2-piece molecular cluster, C4H10N2 overall (ωB97M-V with the def2-TZVPD basis set, the OMol25 dataset).

Output
LUMO level in eV: 0.97
SMILES string: C=CN.C=CN
Gap between HOMO and LUMO in eV: 9.10
Calculated total energy in Eh: -267.86121
HOMO level in eV: -8.1

Geometry as ORCA input:
```
! wB97M-V def2-TZVPD RIJCOSX def2/J DEFGRID3
* xyz 0 1
C 3.2815 -0.4157 -0.7548
C 2.2676 -0.8890 -0.0313
N 0.9627 -0.4309 0.1098
H 3.1967 0.5539 -1.2375
H 4.1444 -1.0546 -0.7778
H 2.4402 -1.8486 0.4419
H 0.6897 0.2371 -0.5916
H 0.3222 -1.2052 0.1317
C -1.8818 1.7094 -0.1146
C -2.1284 0.4075 -0.0367
N -2.1633 -0.4275 1.0861
H -2.0119 2.2860 -1.0118
H -1.7493 2.2606 0.8026
H -2.2821 -0.1802 -0.9378
H -2.1684 0.0746 1.9577
H -2.9198 -1.0772 0.9641
*
```

# C5H14N4S

An isolated ion of composition C5H14N4S and charge +2 (ωB97M-V with the def2-TZVPD basis set, the OMol25 dataset).

Output
LUMO level (spin up / spin down) in eV: -9.37 / -9.37
SMILES string: CN1[C@@H](S)[N+](C)(C)N=[N+]1C
Gap between HOMO and LUMO (spin up / spin down) in eV: 8.89 / 8.89
Calculated total energy in Eh: -815.27090
HOMO level (spin up / spin down) in eV: -18.3 / -18.3

Geometry as ORCA input:
```
! wB97M-V def2-TZVPD RIJCOSX def2/J DEFGRID3
* xyz 2 1
C 2.5439 0.5224 0.0825
N 1.1365 0.1843 -0.1064
C -0.0065 0.7023 0.8854
S -0.2729 2.5027 0.7444
N -1.2442 -0.1305 0.2808
C -1.7220 -1.1325 1.2662
C -2.2514 0.7111 -0.3376
N -0.6220 -0.9000 -0.8829
N 0.5593 -0.5235 -1.0315
C 1.2116 -0.7037 -2.2659
H 2.6882 1.6856 0.3158
H 2.9356 -0.1094 0.9111
H 3.0741 0.2577 -0.9188
H 0.1814 0.3570 1.9354
H -0.1069 2.6589 2.0473
H -2.4789 -1.9891 1.0847
H -0.9152 -1.6080 1.6586
H -2.2561 -0.5993 2.1664
H -2.6869 1.2411 0.3894
H -1.8415 1.3154 -1.1930
H -3.0866 0.0877 -0.8882
H 1.4979 0.2826 -2.7514
H 0.5479 -1.3033 -3.0323
H 2.0173 -1.4655 -2.3120
*
```